No. 1
Formula: C22H59NO8
Source: the OMol25 dataset
Level of theory: ωB97M-V/def2-TZVPD

For the energy above the lowest of the compared OMol25 structures with the same formula, charge and spin, the calculation gives 0.000 eV. As for the highest occupied orbital energy: -8.38 eV. The HOMO-LUMO gap comes out at 8.8 eV.

The geometry in XYZ format:
```
90
C22H59NO8 (ωB97M-V/def2-TZVPD)
H -14.0290 14.7591 -29.1535
C -16.7678 15.0730 -37.3621
H -23.1176 22.1136 -31.0689
H -16.1837 14.0610 -31.1531
H -19.0027 16.0372 -23.2816
H -13.9809 23.3546 -35.3958
H -15.5490 22.5873 -35.1982
C -11.6474 26.9457 -37.7654
H -16.2760 24.0544 -37.4902
O -25.1263 21.2663 -29.4362
H -12.7419 14.0610 -30.0764
O -15.6479 14.1650 -37.0787
H -15.2777 24.7764 -39.4132
H -16.7827 13.7285 -24.1925
C -21.4303 18.7365 -26.8069
H -20.6190 17.1965 -27.9885
C -14.7164 12.9621 -30.1446
H -12.5601 27.0545 -37.1795
H -17.2609 18.6556 -32.4933
H -14.0356 14.9683 -30.8339
H -18.1287 14.2964 -35.7545
H -18.9829 14.3986 -23.2534
H -14.1875 21.5412 -35.4191
H -17.2510 17.1271 -36.7242
O -16.9593 14.1024 -25.0589
C -18.0066 18.2570 -31.8054
C -21.5810 17.6180 -27.6970
H -15.5596 16.9250 -37.1338
C -17.7605 15.2053 -24.8215
H -24.5954 21.7111 -32.0926
H -17.4219 15.3080 -22.7347
H -22.4132 19.1461 -26.5739
H -14.4367 12.3714 -31.0169
H -16.7629 12.4460 -30.6083
C -17.0536 16.4741 -25.2799
C -18.0449 14.4952 -36.8229
H -24.0258 23.2580 -32.0184
H -23.7341 23.7047 -29.0552
C -13.8209 14.2157 -30.0752
H -16.8865 15.2889 -38.4239
C -14.5917 22.5096 -35.7136
C -12.8229 25.8608 -39.4804
H -20.8382 19.5666 -27.1922
C -15.2623 23.7130 -37.6996
C -22.5372 16.5735 -27.2504
O -11.7674 25.7570 -38.5414
H -17.5830 17.7428 -30.9427
H -10.8756 26.8591 -37.0006
C -25.0583 22.4923 -30.1691
H -22.1991 16.0735 -26.3428
H -16.5906 13.7551 -29.4529
H -14.6756 24.5613 -37.3471
H -15.9680 16.4089 -25.2070
O -14.7378 22.5222 -37.1371
C -12.9925 24.4931 -40.1974
H -19.6964 18.9521 -30.9995
H -13.1145 23.2019 -38.5711
C -16.4160 16.4281 -36.6778
H -13.7733 26.1565 -39.0360
O -22.1394 18.0484 -28.8809
H -15.6663 23.0652 -39.6972
O -19.0074 19.2575 -31.5941
H -22.6618 18.8053 -28.6057
H -13.3615 24.5727 -41.2200
H -23.4874 17.0474 -27.0043
H -26.0818 22.6049 -30.5265
H -18.2619 13.6436 -37.4679
C -16.1614 13.3190 -30.3550
H -25.0243 24.6500 -29.6681
C -18.2854 15.2243 -23.3945
C -24.8074 23.6703 -29.2423
H -16.1184 16.1809 -35.6587
C -14.9953 23.7500 -39.1787
H -12.5748 26.6031 -40.2390
H -18.8044 15.2568 -36.9996
O -14.5442 12.3382 -28.8371
H -11.5480 27.9153 -38.2532
N -13.5981 23.4734 -39.4152
H -25.9131 20.7364 -29.5839
C -24.1282 22.3847 -31.3742
H -20.9097 18.4202 -25.9030
H -12.0074 24.0320 -40.2686
H -15.7640 13.2886 -37.4529
H -22.7931 15.8376 -28.0127
H -17.4048 17.3136 -24.6800
H -18.4080 17.4642 -32.4367
H -18.5850 15.0754 -25.5225
H -15.0838 12.7726 -28.1724
H -17.3368 16.7871 -26.2848
H -25.3080 23.6002 -28.2766
```


No. 2
Formula: C22H60Be2F6N5O9P
Source: the OMol25 dataset
Level of theory: ωB97M-V/def2-TZVPD

Its total charge is +2. As for the highest occupied orbital energy: -12.81 eV. The HOMO-LUMO gap comes out at 1.3 eV.

The geometry in XYZ format:
```
105
C22H60Be2F6N5O9P (ωB97M-V/def2-TZVPD)
C -2.9359 -6.0489 2.7798
H 1.2023 -1.5043 0.7114
H -2.4029 -5.6171 -3.4216
O -2.3629 -3.6658 -3.9365
C -0.0282 -6.6355 -4.1259
F 6.7109 -5.1340 0.3925
H -1.9771 -8.7079 3.0662
C -1.2963 -7.9098 3.3622
H -5.5618 -6.7374 3.4309
H 2.0710 2.7207 -6.2887
C -3.9230 3.9318 5.6495
H -1.2655 -6.6819 1.6434
C 3.3243 1.6047 -7.5192
O -3.8018 -7.1378 2.3531
N -1.8560 7.9842 1.2277
H -1.9469 2.4601 7.1956
P 5.1575 -4.6988 0.0475
H -1.6339 8.3445 2.1447
H -1.1622 8.3578 -0.6811
H -0.9013 3.7610 4.2665
H 0.4161 -5.9584 3.0896
C 0.0572 -0.3516 0.2970
H -0.4756 -4.7763 2.8429
H -0.0764 10.3796 0.0122
H 2.8922 -0.3913 -7.7518
C -0.6461 -5.3188 -4.5126
H -1.4811 -7.9322 4.4362
N -1.7662 4.2722 4.3701
H -3.2116 -5.6458 3.7542
H -5.7438 5.8875 5.3326
C -2.4980 3.3377 5.2887
N 2.4022 0.4512 -7.4870
H 0.6561 -6.9041 -4.9306
H -3.0971 -2.6878 -2.0830
C -5.2132 -6.8150 2.4011
C 4.4917 1.0815 -3.9926
C -0.8370 8.4039 0.3582
O -4.6269 4.2787 4.4268
Be -3.2552 4.3731 0.7369
C -0.5073 9.8044 0.8317
H 5.3048 -0.5266 4.1581
H 0.8132 7.2836 1.5114
H -1.4655 10.1994 1.1691
H 1.8854 0.3641 -8.3504
O 3.9677 0.9959 3.9607
H -1.2680 -4.5922 -2.4769
H -1.5881 5.0800 4.9497
H 0.7816 -4.4457 -3.6428
H 4.5232 -0.0792 5.6469
H -3.8514 4.7926 6.3142
H 1.0481 4.6975 -1.1529
O 0.3848 -0.7717 -0.8625
H 3.8770 1.7637 -8.4451
H 0.4570 -6.5358 -3.1549
C 2.5064 2.8681 -7.2770
C -1.5449 3.1876 6.4904
H 5.0563 2.0032 -3.8518
H -2.6610 2.3992 4.7588
H 5.8341 0.8060 5.0879
O 0.7039 -0.9495 1.3158
N -0.4943 -5.6314 3.3801
H 3.3095 0.3318 3.7430
H -0.8130 -7.3888 -4.1943
C -3.3872 -3.2561 -2.9668
C -5.8402 4.9699 4.7522
H -6.4942 4.2730 5.2762
H 4.9759 2.3886 -6.4033
O 0.2141 6.2475 -0.2021
H -4.3747 3.0843 6.1651
H 5.1724 0.2553 -4.1983
C -1.4556 -6.5356 2.7067
H 1.8563 6.2967 -1.4871
Be -0.4750 -0.6183 -5.1134
H -2.6644 8.5144 0.9356
H 2.2507 5.5871 -0.1020
F 5.4961 -3.1326 0.0358
H -3.9188 -4.1595 -2.6678
C 4.9265 0.3277 4.7196
F 3.5177 -4.3303 -0.1753
O 3.6455 1.2483 -5.1552
F 4.7331 -6.2531 0.3505
H 3.1068 3.7762 -7.2230
H -6.3136 5.1679 3.7905
H -2.9823 -5.2848 2.0039
H -0.5302 2.9081 6.2067
H -1.0753 -5.3697 -5.5132
H -1.5312 4.0829 7.1120
H 3.8983 0.8806 -3.1007
H 5.0150 0.6482 -6.6049
C -1.6804 -4.8020 -3.4638
C 1.3757 5.6552 -0.7485
H 1.1690 8.0795 -0.0157
H -0.2637 -8.2578 3.3356
H 1.6319 2.9508 -7.9224
N 0.4409 -4.2960 -4.5817
C 0.4222 7.4887 0.5149
H 1.1881 -4.6954 -5.1317
F 5.2126 -4.8144 -1.5531
H 0.2669 9.9173 1.5907
C 4.3559 1.4922 -6.4012
F 4.7571 -4.4886 1.5604
H -5.4068 -5.9856 1.7209
O -0.8636 0.4314 0.4899
H -5.8276 -7.6776 2.1428
H -4.2015 -2.7402 -3.4755
```


LUMO level list, top to bottom, in eV: 0.45; -11.47